Entry P
ORCA calculation (wB97M-V/def2-TZVPD) on a 2-piece molecular cluster, C6H7I overall.

The geometry in XYZ format:
```
14
C6H7I (wB97M-V/def2-TZVPD)
C -0.563 0.169 -0.589
C 0.458 0.841 -0.388
C -3.004 -2.399 -0.569
C -2.967 -1.116 -0.502
C 2.437 0.981 1.062
C 1.814 1.325 -0.320
I -4.363 0.346 0.066
H -4.001 -3.025 -0.374
H -2.085 -3.008 -0.793
H 2.531 -0.125 1.297
H 1.844 1.576 1.849
H 3.461 1.383 1.012
H 2.350 0.687 -1.170
H 2.089 2.364 -0.582
```

Calculated values
Total charge: 0
LUMO energy (alpha / beta): -0.08311 / -0.08321 hartree
HOMO energy (alpha / beta): -8.68 / -8.68 eV
2S+1: 1

natural (NBO) charges, unit e, in atom order: number 1, C, carries -0.078; number 2, C, carries -0.236; number 3, C, carries -0.571; number 4, C, carries -0.002; number 5, C, carries -0.592; number 6, C, carries -0.475; number 7, I, carries 0.324; number 8, H, carries 0.277; number 9, H, carries 0.280; number 10, H, carries 0.217; number 11, H, carries 0.210; number 12, H, carries 0.201; number 13, H, carries 0.219; number 14, H, carries 0.229

Entry Q
ORCA calculation (wB97M-V/def2-TZVPD) on one molecule with the formula C6H7I.

The geometry in XYZ format:
```
14
C6H7I (wB97M-V/def2-TZVPD)
C 0.036 -0.990 -0.228
C -0.274 0.219 -0.488
C 0.393 1.494 0.179
C -0.293 1.024 1.549
C -1.111 -0.125 0.645
C 0.758 -1.759 -1.382
I -3.238 -0.536 0.727
H 1.522 1.486 0.007
H 0.161 2.522 -0.267
H 0.496 0.707 2.220
H -0.778 1.899 1.909
H 1.404 -2.338 -0.960
H 0.886 -0.922 -2.154
H 0.038 -2.683 -1.758
```

Calculated values
Total charge: 0
LUMO energy: 0.00396 hartree
HOMO energy: -7.93 eV
2S+1: 1
SMILES: CC1=C2CC[C@]12I

natural (NBO) charges, unit e, in atom order: number 1, C, carries 0.060; number 2, C, carries -0.160; number 3, C, carries -0.414; number 4, C, carries -0.402; number 5, C, carries -0.155; number 6, C, carries -0.606; number 7, I, carries 0.116; number 8, H, carries 0.215; number 9, H, carries 0.222; number 10, H, carries 0.217; number 11, H, carries 0.222; number 12, H, carries 0.205; number 13, H, carries 0.249; number 14, H, carries 0.232

Stability summary - winner: entry Q; margin: 56.5 kJ/mol.

Entry P
ORCA calculation (wB97M-V/def2-TZVPD) on one molecule with the formula CH4N2O2.

The geometry in XYZ format:
```
9
CH4N2O2 (wB97M-V/def2-TZVPD)
C 0.862 -0.283 -0.176
H -2.095 -0.021 -0.587
H -0.273 -1.214 -1.453
H 1.428 -0.870 -0.719
H -0.187 1.169 1.356
N -0.469 -0.802 -0.550
N 1.376 0.368 0.851
O -1.254 0.497 -0.587
O 0.612 1.157 1.865
```

Calculated values
Total charge: 0
LUMO energy: 0.01200 hartree
HOMO energy: -9.77 eV
2S+1: 1
SMILES: O/N=C\NO

natural (NBO) charges, unit e, in atom order: number 1, C, carries 0.148; number 2, H, carries 0.482; number 3, H, carries 0.348; number 4, H, carries 0.160; number 5, H, carries 0.466; number 6, N, carries -0.357; number 7, N, carries -0.125; number 8, O, carries -0.590; number 9, O, carries -0.531

Entry Q
ORCA calculation (wB97M-V/def2-TZVPD) on one molecule with the formula CH4N2O2.

The geometry in XYZ format:
```
9
CH4N2O2 (wB97M-V/def2-TZVPD)
C 0.435 0.159 0.038
N 0.378 -1.183 -0.172
O -0.751 0.910 -0.311
O -1.709 0.118 0.456
N 1.494 0.802 0.229
H -2.150 0.749 -0.406
H 1.246 -1.667 -0.020
H -0.406 -1.660 0.244
H 1.464 1.772 -0.058
```

Calculated values
Total charge: 0
LUMO energy: 0.01962 hartree
HOMO energy: -9.83 eV
2S+1: 1
SMILES: [H]/N=C(/N)OO

natural (NBO) charges, unit e, in atom order: number 1, C, carries 0.675; number 2, N, carries -0.820; number 3, O, carries -0.354; number 4, O, carries -0.491; number 5, N, carries -0.717; number 6, H, carries 0.540; number 7, H, carries 0.403; number 8, H, carries 0.403; number 9, H, carries 0.362

Entry R
ORCA calculation (wB97M-V/def2-TZVPD) on a 2-piece molecular cluster, CH4N2O2 overall.

The geometry in XYZ format:
```
9
CH4N2O2 (wB97M-V/def2-TZVPD)
C -0.381 0.821 -0.085
N 0.657 1.166 0.765
N -0.879 -1.108 0.104
O -0.927 1.389 -0.973
O 0.073 -1.731 -0.798
H 1.143 0.370 1.184
H 1.240 1.846 0.375
H -0.738 -1.352 1.119
H -0.188 -1.400 -1.691
```

Calculated values
Total charge: 0
LUMO energy: 0.01970 hartree
HOMO energy: -8.64 eV
2S+1: 1

natural (NBO) charges, unit e, in atom order: number 1, C, carries 0.810; number 2, N, carries -0.842; number 3, N, carries -0.441; number 4, O, carries -0.538; number 5, O, carries -0.598; number 6, H, carries 0.410; number 7, H, carries 0.393; number 8, H, carries 0.333; number 9, H, carries 0.473

Entry S
ORCA calculation (wB97M-V/def2-TZVPD) on one molecule with the formula CH4N2O2.

The geometry in XYZ format:
```
9
CH4N2O2 (wB97M-V/def2-TZVPD)
C 0.140 0.507 -0.178
H -1.794 -1.333 -0.738
H -1.507 0.937 0.783
H 0.297 1.589 -0.281
H 2.676 0.204 0.322
N -1.159 0.268 -0.010
N 0.895 -0.621 0.011
O -1.738 -0.962 0.080
O 2.190 -0.590 0.010
```

Calculated values
Total charge: 0
LUMO energy: 0.03222 hartree
HOMO energy: -8.02 eV
2S+1: 1
SMILES: O/N=C/NO

natural (NBO) charges, unit e, in atom order: number 1, C, carries 0.097; number 2, H, carries 0.469; number 3, H, carries 0.357; number 4, H, carries 0.186; number 5, H, carries 0.446; number 6, N, carries -0.324; number 7, N, carries -0.162; number 8, O, carries -0.529; number 9, O, carries -0.540

Stability summary - winner: entry R; margin: 141.4 kJ/mol.

Entry P
ORCA calculation (wB97M-V/def2-TZVPD) on one molecule with the formula CH4N2O2.

The geometry in XYZ format:
```
9
CH4N2O2 (wB97M-V/def2-TZVPD)
C -0.318 -0.045 -0.640
H 2.272 -1.540 -0.271
H 0.607 -0.201 1.096
H -0.465 -0.993 -1.236
H -2.064 2.062 0.779
N 0.898 -0.340 0.172
N -1.295 0.899 -0.521
O 1.341 -1.665 0.052
O -0.975 1.822 0.569
```

Calculated values
Total charge: 0
LUMO energy: 0.03098 hartree
HOMO energy: -9.27 eV
2S+1: 1
SMILES: O/N=C\NO

natural (NBO) charges, unit e, in atom order: number 1, C, carries 0.164; number 2, H, carries 0.479; number 3, H, carries 0.359; number 4, H, carries 0.200; number 5, H, carries 0.483; number 6, N, carries -0.347; number 7, N, carries -0.185; number 8, O, carries -0.562; number 9, O, carries -0.592

Entry Q
ORCA calculation (wB97M-V/def2-TZVPD) on one molecule with the formula CH4N2O2.

The geometry in XYZ format:
```
9
CH4N2O2 (wB97M-V/def2-TZVPD)
C 0.464 -0.268 -0.510
H -1.552 -0.677 1.344
H -0.269 -1.876 -0.771
H 1.344 -0.629 -1.284
H 1.683 1.559 -0.667
N -0.231 -1.353 0.071
N 0.125 0.938 -0.045
O -1.662 -1.207 0.468
O 1.256 1.973 0.064
```

Calculated values
Total charge: 0
LUMO energy: 0.00999 hartree
HOMO energy: -9.48 eV
2S+1: 1
SMILES: O/N=C/NO

natural (NBO) charges, unit e, in atom order: number 1, C, carries 0.140; number 2, H, carries 0.487; number 3, H, carries 0.349; number 4, H, carries 0.185; number 5, H, carries 0.442; number 6, N, carries -0.307; number 7, N, carries -0.208; number 8, O, carries -0.542; number 9, O, carries -0.546

Entry R
ORCA calculation (wB97M-V/def2-TZVPD) on a 2-piece molecular cluster, CH4N2O2 overall.

The geometry in XYZ format:
```
9
CH4N2O2 (wB97M-V/def2-TZVPD)
C 0.090 0.089 0.851
N -2.085 -0.056 -1.045
N 0.448 0.595 -0.390
O 1.751 0.196 -0.714
O -1.979 -0.984 -0.300
H -0.687 -0.654 0.582
H -0.390 0.793 1.560
H 1.023 -0.297 1.176
H 1.828 0.318 -1.721
```

Calculated values
Total charge: 0
LUMO energy (alpha / beta): -0.00180 / -0.02830 hartree
HOMO energy (alpha / beta): -8.68 / -8.99 eV
2S+1: 1

natural (NBO) charges, unit e, in atom order: number 1, C, carries -0.526; number 2, N, carries 0.231; number 3, N, carries -0.057; number 4, O, carries -0.556; number 5, O, carries -0.245; number 6, H, carries 0.238; number 7, H, carries 0.218; number 8, H, carries 0.208; number 9, H, carries 0.488

Stability summary - winner: entry P; margin: 74.0 kJ/mol.

Entry P
ORCA calculation (wB97M-V/def2-TZVPD) on one molecule with the formula C2H2N2OS2.

The geometry in XYZ format:
```
9
C2H2N2OS2 (wB97M-V/def2-TZVPD)
C 1.047 0.014 -0.140
C -1.146 0.061 -0.015
H 1.530 2.062 -0.247
H -1.062 1.762 0.991
N 0.796 1.301 0.005
N -0.650 1.429 -0.109
O -0.034 -0.717 -0.258
S 2.570 -0.579 0.113
S -2.610 -0.524 0.073
```

Calculated values
Total charge: 0
LUMO energy: -0.01467 hartree
HOMO energy: -8.90 eV
2S+1: 1
SMILES: S=c1[nH][nH]c(=S)o1

natural (NBO) charges, unit e, in atom order: number 1, C, carries 0.354; number 2, C, carries 0.239; number 3, H, carries 0.464; number 4, H, carries 0.401; number 5, N, carries -0.466; number 6, N, carries -0.438; number 7, O, carries -0.441; number 8, S, carries -0.175; number 9, S, carries 0.061

Entry Q
ORCA calculation (wB97M-V/def2-TZVPD) on one molecule with the formula C2H2N2OS2.

The geometry in XYZ format:
```
9
C2H2N2OS2 (wB97M-V/def2-TZVPD)
C 1.612 0.934 -0.064
C -1.003 -0.432 0.132
N 1.472 -0.315 0.309
N 0.208 -0.890 0.388
O -3.280 -0.131 -0.799
S 0.486 2.084 -0.114
S -2.618 -0.437 0.443
H 2.662 1.157 -0.524
H 0.461 -1.969 0.230
```

Calculated values
Total charge: 0
LUMO energy (alpha / beta): -0.06253 / -0.06247 hartree
HOMO energy (alpha / beta): -8.55 / -8.55 eV
2S+1: 1

natural (NBO) charges, unit e, in atom order: number 1, C, carries -0.178; number 2, C, carries -0.106; number 3, N, carries -0.344; number 4, N, carries -0.313; number 5, O, carries -0.882; number 6, S, carries -0.025; number 7, S, carries 1.176; number 8, H, carries 0.226; number 9, H, carries 0.446

Stability summary - winner: entry P; margin: 289.2 kJ/mol.

Entry P
ORCA calculation (wB97M-V/def2-TZVPD) on C5H8S3 as an isolated structure.

The geometry in XYZ format:
```
16
C5H8S3 (wB97M-V/def2-TZVPD)
C -0.607 -0.257 1.123
C -0.767 -0.546 -0.514
C 0.474 0.200 -0.918
C 0.664 1.429 -0.235
C 0.668 0.499 1.113
H 1.613 -1.461 1.669
H -1.569 0.321 1.202
H -1.528 0.064 -0.971
H -2.564 -1.130 -2.369
H 0.681 0.356 -1.979
H -0.175 2.093 -0.553
H 1.685 1.910 -0.391
H 0.745 0.961 2.116
S -0.181 -1.778 1.904
S -1.084 -2.045 -1.344
S 1.944 -0.615 0.146
```

Calculated values
Total charge: 0
LUMO energy: -0.04639 hartree
HOMO energy: -8.04 eV
2S+1: 1

natural (NBO) charges, unit e, in atom order: number 1, C, carries -0.449; number 2, C, carries -0.466; number 3, C, carries -0.167; number 4, C, carries -0.475; number 5, C, carries -0.253; number 6, H, carries 0.184; number 7, H, carries 0.270; number 8, H, carries 0.235; number 9, H, carries 0.094; number 10, H, carries 0.231; number 11, H, carries 0.213; number 12, H, carries 0.241; number 13, H, carries 0.249; number 14, S, carries -0.120; number 15, S, carries 0.105; number 16, S, carries 0.105

Entry Q
ORCA calculation (wB97M-V/def2-TZVPD) on one molecule with the formula C5H8S3.

The geometry in XYZ format:
```
16
C5H8S3 (wB97M-V/def2-TZVPD)
C -0.518 0.597 1.599
C -0.638 -0.025 0.151
C -1.616 0.732 -0.755
C 0.773 -0.125 -0.464
C 1.507 -1.495 -0.416
H -1.532 0.781 2.048
H 0.155 0.003 2.167
H -0.008 1.583 1.521
H -0.941 -1.094 0.344
H -2.538 0.721 -0.187
H -1.327 1.751 -0.846
H -1.766 0.263 -1.727
H 3.193 -0.327 -1.270
S 1.463 1.165 -1.145
S 2.989 -1.674 -1.258
S 0.806 -2.857 0.237
```

Calculated values
Total charge: 0
LUMO energy: -0.06696 hartree
HOMO energy: -8.69 eV
2S+1: 1
SMILES: CC(C)C(=S)C(=S)S

natural (NBO) charges, unit e, in atom order: number 1, C, carries -0.592; number 2, C, carries -0.306; number 3, C, carries -0.602; number 4, C, carries -0.114; number 5, C, carries -0.383; number 6, H, carries 0.221; number 7, H, carries 0.217; number 8, H, carries 0.207; number 9, H, carries 0.242; number 10, H, carries 0.213; number 11, H, carries 0.218; number 12, H, carries 0.218; number 13, H, carries 0.144; number 14, S, carries 0.117; number 15, S, carries 0.153; number 16, S, carries 0.047

Stability summary - winner: entry Q; margin: 599.0 kJ/mol.